{
  "formula": "C41H56F6N9PPbSi",
  "method": "wB97M-V/def2-TZVPD",
  "charge": -1,
  "gap_ev": [5.592, 6.862],
  "s2": 0.763,
  "energy_ha": -3512.077657,
  "lumo_ev": [1.69, 1.69],
  "multiplicity": 2,
  "fmax_ev_per_a": 1.12,
  "symbols": ["Pb", "P", "Si", "F", "F", "F", "F", "F", "F", "N", "N", "N", "N", "N", "N", "N", "N", "N", "C", "C", "C", "C", "C", "C", "C", "C", "C", "C", "C", "C", "C", "C", "C", "C", "C", "C", "C", "C", "C", "C", "C", "C", "C", "C", "C", "C", "C", "C", "C", "C", "C", "C", "C", "C", "C", "C", "C", "C", "C", "H", "H", "H", "H", "H", "H", "H", "H", "H", "H", "H", "H", "H", "H", "H", "H", "H", "H", "H", "H", "H", "H", "H", "H", "H", "H", "H", "H", "H", "H", "H", "H", "H", "H", "H", "H", "H", "H", "H", "H", "H", "H", "H", "H", "H", "H", "H", "H", "H", "H", "H", "H", "H", "H", "H", "H"],
  "positions_angstrom": [[0.51050, 0.06842, -0.53196], [3.05108, -3.62553, -1.42781], [-2.58160, 1.96306, -2.28877], [1.77540, -4.57900, -1.22803], [3.92817, -4.85455, -1.97858], [2.18574, -2.35935, -0.84241], [4.33134, -2.62917, -1.57703], [2.57714, -3.24898, -2.91909], [3.53471, -3.94717, 0.10353], [4.87159, -0.31635, 1.38562], [3.57084, 4.51816, -0.97597], [2.87501, 0.01586, 0.66113], [1.03798, 0.59873, -3.00600], [4.86899, 0.97690, 1.02188], [-0.57058, 0.73245, 1.75271], [1.90974, 2.31941, -0.58534], [-1.02034, 1.26443, -2.24489], [-1.20499, -1.79903, 0.39571], [-3.72221, 1.54786, -3.76016], [-2.16880, -4.68281, -1.71928], [1.99737, 0.48151, -3.92365], [-0.36881, 1.70151, -4.59220], [-2.44639, 3.63443, 1.63450], [-0.37299, -4.13731, 2.15669], [0.84704, 2.03708, 4.92943], [-1.43837, -3.12770, -0.01252], [-3.50289, 1.40894, -0.74668], [3.63939, 1.14061, 0.58249], [0.64354, -0.34221, 4.22067], [-1.11432, -4.22018, 0.82383], [-0.15486, 1.19259, -3.28349], [2.36284, 4.44254, -1.53055], [3.14408, 2.35532, -0.06975], [-1.92561, -5.75340, -0.88071], [-0.20791, -0.84583, 5.38702], [3.95300, 3.47526, -0.25343], [-3.69195, -2.26343, -2.70721], [-1.24950, -3.72806, 3.34939], [3.30386, -0.11411, -3.48249], [2.12900, -0.62658, 4.47606], [-2.43590, 3.85717, -2.29706], [-1.28467, -2.33820, -3.48951], [1.53016, 3.35791, -1.32287], [0.42694, 1.13684, 3.95593], [-1.90765, -1.28295, 1.38082], [-1.93199, -3.37790, -1.30629], [-0.12992, 1.62461, 2.74900], [1.81815, 0.92867, -5.22516], [0.75686, 3.40268, 4.74290], [-0.22391, 3.02419, 2.56341], [0.91157, -3.31178, 2.06870], [-1.38857, -5.50701, 0.36894], [-1.58593, -0.08434, 2.05033], [-0.44152, 4.99279, 0.98370], [0.22550, 3.88302, 3.55798], [-2.22231, -2.25339, -2.27994], [-0.93941, 3.59220, 1.35288], [3.68178, -0.88875, 1.15530], [0.61202, 1.54685, -5.54632], [-2.81811, 1.29327, 0.09704], [-2.81603, 2.64789, 1.91872], [-2.99831, 3.96159, 0.74907], [-4.34237, -2.14021, -1.83693], [0.53362, 3.30042, -1.75096], [1.43905, -3.33558, 3.02809], [-0.79449, 5.73581, 1.70209], [-0.81496, 5.29058, 0.00205], [0.35287, -0.89596, 3.33356], [0.70742, -2.27497, 1.80038], [-2.65155, 4.32725, 2.45515], [-1.26701, -0.64615, 5.21041], [-0.07798, -1.92366, 5.51241], [-3.40027, 4.35734, -2.16738], [2.60317, 0.80459, -5.96002], [-2.54696, -4.85813, -2.71995], [-1.42855, -2.65363, 3.37216], [-1.43773, -1.48548, -4.15818], [-4.24280, 2.43876, -4.12367], [0.14351, 4.95364, 3.41476], [-0.05619, -5.16249, 2.36052], [4.94010, 3.50471, 0.19327], [-0.24089, -2.33339, -3.16461], [-3.96256, -3.20078, -3.19780], [-3.88536, -1.44588, -3.40329], [-4.48295, 0.82493, -3.45891], [-2.03442, -1.30166, -1.78546], [-2.21212, -4.24271, 3.30644], [3.45629, -1.93431, 1.31532], [3.20950, -0.57383, -2.50026], [5.71575, -0.74093, 1.72580], [2.46372, -0.16728, 5.40961], [2.05303, 5.27796, -2.14635], [1.56266, -3.73242, 1.30185], [-3.98920, 0.44284, -0.91193], [-2.20842, 0.14876, 2.91979], [2.31051, -1.70240, 4.53974], [-4.27823, 2.12941, -0.46776], [0.07727, -0.35343, 6.32107], [-2.77641, -1.81779, 1.77284], [-0.77394, 2.91455, 0.51100], [-1.77852, 4.18281, -1.48647], [-1.13239, -6.34725, 1.00635], [1.26936, 1.65747, 5.85409], [-1.29681, 2.20641, -4.82385], [-0.75887, -4.00508, 4.28786], [0.64940, 5.03227, 0.96135], [-2.11507, -6.77004, -1.20247], [1.08987, 4.08686, 5.51385], [4.07099, 0.66542, -3.43880], [-1.45017, -3.25741, -4.05706], [-3.17365, 1.11500, -4.60067], [2.73129, -0.22035, 3.66224], [-1.99883, 4.21138, -3.23705], [3.64200, -0.87867, -4.18091], [0.44331, 1.91303, -6.55354]],
  "atomic_forces_ev_per_a": [[-0.8, -0.8, 0.0], [0.2, -0.1, 0.0], [-0.4, 0.2, 0.1], [0.0, 0.0, 0.0], [0.0, 0.0, 0.0], [-0.2, 0.1, 0.0], [0.0, 0.0, 0.0], [0.0, 0.0, 0.0], [0.0, 0.0, 0.0], [0.0, -0.1, 0.1], [-0.1, -0.1, 0.0], [0.1, 0.4, 0.0], [0.1, 0.2, -0.3], [0.0, 0.2, -0.1], [0.1, 0.0, -0.3], [0.5, 0.3, 0.1], [0.3, -0.1, -0.3], [0.1, 0.3, 0.0], [0.2, -0.1, 0.0], [0.0, 0.0, 0.0], [0.0, 0.1, -0.1], [0.0, 0.0, 0.0], [0.0, -0.1, -0.1], [-0.1, 0.3, 0.0], [0.0, 0.0, 0.0], [-0.1, -0.2, 0.0], [0.1, 0.0, -0.1], [0.0, -0.4, 0.2], [0.1, 0.1, 0.1], [0.1, -0.1, 0.0], [-0.1, 0.0, 0.1], [0.1, 0.1, 0.1], [-0.2, 0.3, -0.2], [0.0, 0.0, 0.0], [0.0, 0.0, 0.0], [0.2, 0.0, 0.1], [0.0, 0.1, 0.1], [0.1, -0.1, 0.0], [-0.1, 0.0, 0.1], [-0.1, 0.0, -0.1], [0.1, -0.1, 0.1], [0.0, 0.1, 0.1], [-0.3, -0.1, 0.0], [0.0, 0.0, -0.2], [0.0, 0.0, 0.0], [-0.1, 0.1, 0.1], [-0.1, 0.1, 0.3], [0.0, 0.0, -0.1], [0.0, 0.0, 0.0], [-0.1, -0.2, -0.1], [0.0, -0.2, -0.1], [0.0, 0.0, 0.0], [-0.1, 0.0, 0.2], [0.0, -0.1, -0.1], [0.0, 0.0, 0.0], [0.0, -0.1, -0.1], [0.0, 0.1, 0.1], [0.2, -0.1, 0.0], [0.0, 0.0, 0.1], [-0.1, 0.0, 0.0], [0.0, 0.0, 0.0], [0.0, 0.0, 0.0], [0.0, 0.0, 0.0], [0.0, 0.0, 0.0], [0.0, 0.0, 0.0], [0.0, 0.0, 0.0], [0.0, 0.0, 0.0], [0.0, 0.0, -0.1], [0.0, 0.0, 0.0], [0.0, 0.0, 0.0], [0.0, 0.0, 0.0], [0.0, 0.0, 0.0], [0.0, -0.1, 0.0], [0.0, 0.0, 0.0], [0.0, 0.0, 0.0], [0.0, 0.0, 0.0], [0.0, 0.0, 0.0], [0.1, 0.0, 0.0], [0.0, 0.0, 0.0], [0.0, -0.1, 0.0], [0.0, 0.0, 0.0], [0.0, 0.0, -0.1], [0.0, 0.0, 0.0], [0.0, 0.0, 0.0], [0.0, 0.0, 0.0], [0.0, 0.0, 0.1], [0.0, 0.0, 0.0], [0.0, 0.1, 0.0], [0.0, 0.0, 0.0], [0.0, 0.0, 0.0], [0.0, 0.0, 0.0], [-0.1, 0.0, 0.0], [0.0, 0.1, 0.1], [0.1, 0.0, 0.0], [0.0, 0.0, 0.0], [0.0, 0.0, 0.0], [0.0, 0.0, 0.0], [0.0, 0.0, 0.0], [0.0, 0.0, 0.0], [0.0, 0.0, -0.1], [0.0, 0.0, 0.0], [0.0, 0.0, 0.0], [0.0, 0.0, 0.0], [0.0, 0.0, 0.0], [0.0, 0.0, 0.0], [0.0, 0.0, 0.0], [0.0, 0.0, 0.0], [0.0, 0.0, 0.0], [0.0, 0.0, 0.0], [0.0, 0.0, 0.0], [-0.1, 0.0, 0.0], [0.1, 0.0, 0.0], [0.0, 0.0, 0.0], [0.0, 0.0, 0.0], [0.0, 0.0, 0.0]]
}